Formula: C36H32N2O6P2S2W
Source: the OMol25 dataset
Level of theory: ωB97M-V with the def2-TZVPD basis set

Geometry as ORCA input:
```
! wB97M-V def2-TZVPD RIJCOSX def2/J DEFGRID3
* xyz 0 3
W 0.24529 -0.61892 -0.10065
S -1.93347 -1.75647 0.42547
P -2.56297 0.12793 0.02496
C -1.04519 0.94150 -0.12610
P -0.59985 2.64110 -0.06612
S 1.31941 2.90998 0.26889
C -1.57094 3.44666 1.24106
C -2.26785 4.63258 1.04569
C -2.91998 5.24106 2.11125
C -2.87564 4.66800 3.37164
C -2.17274 3.48589 3.57302
C -1.51864 2.88076 2.51484
C -1.12643 3.48626 -1.59612
C -0.23455 4.29795 -2.28889
C -0.62568 4.92759 -3.46362
C -1.91147 4.75305 -3.95321
C -2.81092 3.95239 -3.26208
C -2.41813 3.32576 -2.08999
C -3.69565 0.71157 1.31147
C -3.73088 0.06502 2.54173
C -4.55641 0.53818 3.55264
C -5.34278 1.65862 3.33993
C -5.30709 2.31209 2.11491
C -4.48910 1.84015 1.10344
C -3.53535 0.10577 -1.50262
C -4.92322 -0.00969 -1.49669
C -5.61654 -0.09415 -2.69554
C -4.92711 -0.07709 -3.89920
C -3.54199 0.01733 -3.90752
C -2.84615 0.10873 -2.71375
H -2.29938 5.09204 0.06591
H -3.45866 6.16655 1.95290
H -3.38502 5.14210 4.20074
H -2.13292 3.03690 4.55688
H -0.95835 1.96571 2.67127
H 0.76471 4.42723 -1.89162
H 0.07518 5.55939 -3.99429
H -2.21457 5.24199 -4.86998
H -3.81618 3.80869 -3.63703
H -3.12875 2.70172 -1.56724
H -3.11122 -0.80759 2.70329
H -4.58209 0.02808 4.50658
H -5.98422 2.02829 4.12966
H -5.91284 3.19307 1.94884
H -4.47541 2.35418 0.15144
H -5.46463 -0.03413 -0.55990
H -6.69526 -0.17884 -2.68790
H -5.46996 -0.14577 -4.83307
H -3.00115 0.01720 -4.84429
H -1.76428 0.17520 -2.71478
O 2.00698 -6.62902 -0.07321
C 1.69695 -5.31665 -0.04873
C 1.77054 -4.55429 1.11894
C 1.42498 -3.22142 1.03251
N 1.02922 -2.69902 -0.11603
C 0.96609 -3.40050 -1.23716
C 1.29249 -4.73867 -1.25540
C 0.49065 -2.54491 -2.39604
O 0.37410 -2.98258 -3.51615
O 0.15974 -1.33864 -2.01197
C 1.40199 -2.19833 2.15563
O 1.69837 -2.48913 3.28904
O 0.97983 -1.03379 1.73635
H 2.26552 -6.92482 0.80811
H 2.08026 -4.97332 2.06776
H 1.23564 -5.31893 -2.16421
C 1.60868 0.91386 -3.12115
N 2.87117 1.12364 -2.42143
C 3.88207 1.94059 -3.08085
C 3.10025 0.59196 -1.22723
C 4.43161 0.82735 -0.56951
O 2.27390 -0.10470 -0.59394
H 1.45125 1.74370 -3.80586
H 0.78554 0.90601 -2.41063
H 1.61231 -0.02940 -3.66842
H 3.40519 2.47627 -3.89652
H 4.68856 1.33236 -3.49452
H 4.29824 2.67521 -2.39421
H 5.27234 0.75034 -1.25566
H 4.53999 0.11064 0.23846
H 4.42413 1.83118 -0.13772
*
```

The value obtained for the orbital gap (spin up / spin down) is 7.204 / 7.907 eV. The energy above the lowest of the compared OMol25 structures with the same formula, charge and spin comes out at 2.9 kcal per mole. The value obtained for the electronic energy is -95195.43524 eV. The calculation puts the LUMO energy (spin up / spin down) at 0.004 / -0.003 Eh. Its HOMO energy (spin up / spin down) is -7.1 / -8.0 eV. Its expectation value of S² is 2.016. The strongest force on any atom comes out at 1.00 eV Å⁻¹.

These are the Löwdin partial charges, in e, on atoms 1 to 8: atom 1 (W): 1.41, atom 2 (S): 0.41, atom 3 (P): 0.50, atom 4 (C): -0.72, atom 5 (P): 0.39, atom 6 (S): 0.31, atom 7 (C): -0.35, atom 8 (C): -0.08